The following is a quantum chemistry calculation of a molecular structure, C23H28MgNO in a non-equilibrium geometry, from OMol25.

Results
Orbital gap (eV): 6.15
E_HOMO (eV): -3.5
ΔE to the lowest compared entry with this formula, charge and spin (kJ/mol): 0.00
Molecular weight (g/mol): 358.8
E (a.u.): -1223.3194

```
! wB97M-V def2-TZVPD RIJCOSX def2/J DEFGRID3
* xyz -1 1
C 2.2852 0.0973 0.8179
C 2.2910 -0.6386 -0.3938
C 1.8453 0.2112 -1.4422
H 2.6534 -1.6548 -0.5206
C 1.5524 1.4984 -0.8682
C 1.8325 1.4111 0.5362
H 1.3329 2.4104 -1.4289
C -1.3343 -1.6849 1.2902
C -0.2408 -2.4287 0.7770
C -0.3084 -2.4169 -0.6404
H 0.4977 -2.9665 1.3657
C -1.4549 -1.6629 -1.0220
C -2.0992 -1.2054 0.1870
H 1.8893 -0.0081 -2.5072
H 1.7769 2.2387 1.2440
H 2.6457 -0.2652 1.7800
H -3.0631 -0.6859 0.2094
H 0.3482 -2.9436 -1.3337
H -1.5847 -1.5415 2.3365
Mg -0.4845 0.4816 -0.3650
C -1.9620 -1.3661 -2.4115
C -3.4797 -1.5943 -2.4342
C -1.2985 -2.2671 -3.4538
H -3.7066 -2.6281 -2.1329
H -3.8541 -1.4176 -3.4466
H -4.0024 -0.9058 -1.7592
H -1.4503 -3.3230 -3.1911
H -0.2217 -2.0726 -3.5344
H -1.7612 -2.0813 -4.4298
C -1.5986 0.1186 -2.6952
C -2.1654 0.6803 -3.9952
H -0.4930 0.2105 -2.7309
H -2.0127 0.7816 -1.8932
O -3.1600 0.2101 -4.5390
N -1.5399 1.7543 -4.5630
C -0.3862 2.5079 -4.0988
H -2.0068 2.1217 -5.3819
C 0.9286 1.9158 -4.5665
C 2.1152 2.5631 -4.2036
H 2.0476 3.4995 -3.6419
C 3.3515 2.0218 -4.5616
H 4.2685 2.5260 -4.2469
C 3.4063 0.8449 -5.3201
H 4.3717 0.4220 -5.6001
C 2.2219 0.2180 -5.7217
H 2.2449 -0.6929 -6.3230
C 0.9828 0.7596 -5.3541
H 0.0514 0.2940 -5.6945
H -0.3895 2.5903 -2.9958
H -0.4795 3.5331 -4.4919
C -1.0837 1.5064 1.3826
H -2.1564 1.3790 1.5868
H -0.8548 2.5758 1.2524
H -0.5277 1.1439 2.2608
*
```

These are the Löwdin partial charges, in e, on atoms 1 to 8:
1. C -0.15
2. C -0.17
3. C -0.21
4. H 0.09
5. C -0.26
6. C -0.21
7. H 0.07
8. C -0.17


The following is a quantum chemistry calculation of a single C23H28N2O molecule in a non-equilibrium geometry, from OMol25.

Results
Orbital gap (eV): 8.22
E_HOMO (eV): -7.5
ΔE to the lowest compared entry with this formula, charge and spin (kJ/mol): 114.84
Molecular weight (g/mol): 348.5
E (a.u.): -1077.9497

```
! wB97M-V def2-TZVPD RIJCOSX def2/J DEFGRID3
* xyz 0 1
C 2.9817 3.3938 0.4165
N 3.7559 2.3062 -0.1336
C 4.5740 2.6865 -1.2567
C 3.3343 0.9973 0.0101
C 3.5111 0.0426 -0.9963
C 3.1191 -1.2684 -0.8065
C 2.5308 -1.6841 0.3800
C 2.0362 -3.0968 0.5655
N 0.6016 -3.2870 0.4047
C 0.0742 -3.1319 -0.9335
C -0.2661 -1.7070 -1.4060
C -1.5471 -1.1525 -0.7649
C -2.0854 0.0477 -1.5730
C -3.3480 0.5681 -0.9486
C -3.3290 1.6767 -0.1131
C -4.4866 2.1146 0.5055
C -5.6815 1.4495 0.2939
C -5.7128 0.3462 -0.5419
C -4.5535 -0.0911 -1.1559
C -1.3315 -0.7246 0.6501
C -1.8532 -1.1967 1.8196
C -1.3417 -0.3667 2.8475
C -0.5545 0.5487 2.2254
O -0.5421 0.3414 0.8977
C 2.3734 -0.7427 1.3905
C 2.7719 0.5651 1.2177
H 3.6074 4.0271 1.0532
H 2.5699 4.0152 -0.3875
H 2.1503 3.0155 1.0043
H 5.0471 3.6423 -1.0276
H 4.0001 2.8009 -2.1873
H 5.3585 1.9475 -1.4110
H 3.9435 0.3209 -1.9445
H 3.2633 -1.9810 -1.6074
H 2.5328 -3.7618 -0.1476
H 2.2810 -3.4379 1.5771
H 0.0903 -2.6996 1.0551
H 0.8024 -3.5691 -1.6226
H -0.8387 -3.7386 -0.9895
H -0.4096 -1.7410 -2.4886
H 0.5657 -1.0333 -1.1970
H -2.3108 -1.9379 -0.7555
H -1.3223 0.8273 -1.5917
H -2.2794 -0.2761 -2.5978
H -2.3991 2.2011 0.0549
H -4.4556 2.9775 1.1551
H -6.5857 1.7905 0.7765
H -6.6433 -0.1751 -0.7146
H -4.5827 -0.9532 -1.8078
H -2.5156 -2.0304 1.9340
H -1.5383 -0.4445 3.8971
H 0.0267 1.3669 2.6008
H 1.9404 -1.0448 2.3350
H 2.6701 1.2566 2.0403
*
```

These are the Löwdin partial charges, in e, on atoms 1 to 8:
1. C -0.07
2. N -0.21
3. C -0.09
4. C -0.24
5. C -0.02
6. C -0.06
7. C -0.24
8. C -0.18


The following is a quantum chemistry calculation of a single C23H28N2O2S molecule, from OMol25.

Results
Orbital gap (eV): 7.75
E_HOMO (eV): -7.9
ΔE to the lowest compared entry with this formula, charge and spin (kJ/mol): 235.52
Molecular weight (g/mol): 396.6
E (a.u.): -1551.3919

```
! wB97M-V def2-TZVPD RIJCOSX def2/J DEFGRID3
* xyz 0 1
C -0.9164 -1.1973 1.6451
C 0.5097 -1.6526 1.3647
C 1.5238 -0.8664 2.1912
C 2.9474 -1.4005 2.0190
N 3.3511 -1.5067 0.6259
C 4.4774 -2.4012 0.4554
C 3.5904 -0.2212 0.0044
C 3.4890 -0.3188 -1.5270
O 4.7174 -0.5924 -2.1548
C 2.8610 0.9624 -2.1306
N 1.4988 1.1317 -1.7158
C 0.4641 0.3827 -2.1674
C -0.7035 0.6847 -1.4963
C -1.9427 0.0279 -1.7604
C -3.1084 0.1425 -1.0982
C -4.2724 -0.6321 -1.5131
O -4.2709 -1.4026 -2.4636
C -5.4922 -0.4454 -0.7178
C -6.6972 -1.0606 -0.9411
C -7.6913 -0.6878 -0.0202
C -7.2376 0.2079 0.8987
S -5.5912 0.6123 0.6564
C -0.3524 1.7110 -0.5490
C -1.0531 2.4512 0.4021
C -0.3745 3.3792 1.1619
C 0.9919 3.6000 0.9900
C 1.7109 2.8967 0.0476
C 1.0343 1.9525 -0.7157
H -1.6198 -1.7258 1.0063
H -1.0179 -0.1315 1.4562
H -1.1818 -1.3880 2.6830
H 0.6069 -2.7153 1.5941
H 0.7377 -1.5215 0.3064
H 1.4659 0.1902 1.9201
H 1.2671 -0.9396 3.2506
H 2.9842 -2.4100 2.4356
H 3.6491 -0.7737 2.5998
H 4.1991 -3.3969 0.7963
H 4.7346 -2.4542 -0.5999
H 5.3665 -2.0718 1.0177
H 4.5803 0.1961 0.2784
H 2.8265 0.4676 0.3621
H 2.8460 -1.1706 -1.7721
H 5.3687 0.0620 -1.8753
H 3.4412 1.8385 -1.8293
H 2.9027 0.8782 -3.2216
H 0.6096 -0.3346 -2.9531
H -1.9290 -0.6662 -2.5941
H -3.2255 0.7874 -0.2436
H -6.8401 -1.7551 -1.7490
H -8.6981 -1.0653 -0.0368
H -7.7752 0.6588 1.7097
H -2.1121 2.3137 0.5468
H -0.9087 3.9525 1.9047
H 1.4918 4.3363 1.6013
H 2.7669 3.0813 -0.0858
*
```

These are the Löwdin partial charges, in e, on atoms 1 to 8:
1. C -0.10
2. C -0.25
3. C -0.20
4. C -0.21
5. N -0.23
6. C -0.08
7. C -0.14
8. C -0.34